w | Entry from the OMol25 dataset: one molecule with the formula C5H8OS (ωB97M-V/def2-TZVPD).

The value obtained for the frontier orbital gap is 0.30732 hartree. Its structure (SMILES) is CC1=CS[C@H](C)O1. The HOMO energy comes out at -7.4 eV.

XYZ file:
```
15
Properties=species:S:1:pos:R:3:mulliken_charge:R:1
C -1.922 -1.314 -0.336 -1.15
C -0.511 -0.935 -0.153 0.55
C 0.427 -1.685 0.453 -0.30
S 2.089 -1.019 0.332 -0.19
C 1.495 0.465 -0.649 -0.04
C 1.576 1.870 -0.192 -0.89
O -0.105 0.157 -0.871 -0.44
H -2.004 -2.383 -0.663 0.30
H -2.462 -0.707 -1.062 0.28
H -2.314 -1.171 0.726 0.27
H 0.147 -2.666 0.898 0.32
H 1.736 0.202 -1.683 0.38
H 2.554 2.100 0.168 0.35
H 0.810 1.945 0.617 0.26
H 1.346 2.490 -1.049 0.29
```

x | Entry from the OMol25 dataset: one molecule with the formula C5H8OS (ωB97M-V/def2-TZVPD).

The value obtained for the frontier orbital gap is 0.32075 hartree. Its structure (SMILES) is C=[S@]1(=O)C=CCC1. The HOMO energy comes out at -8.0 eV.

XYZ file:
```
15
Properties=species:S:1:pos:R:3:mulliken_charge:R:1
C -2.079 -0.608 -1.304 -1.05
S -0.477 -0.379 -0.795 0.90
O 0.594 -1.008 -1.660 -0.63
C -0.005 -1.140 0.794 -0.40
C 0.872 -0.405 1.486 -0.27
C 1.313 0.881 0.761 -0.50
C 0.078 1.245 -0.105 -0.82
H -2.074 -1.239 -2.264 0.24
H -2.733 0.111 -1.035 0.39
H -0.361 -2.119 0.784 0.42
H 1.560 -0.936 2.198 0.28
H 1.527 1.644 1.466 0.37
H 2.256 0.748 0.214 0.29
H -0.662 1.519 0.562 0.43
H 0.192 1.685 -1.102 0.35
```

Most stable structure among those shown: w. Next: +3.037 eV.